[1]
{
  "formula": "C19H28N4O2",
  "method": "wB97M-V/def2-TZVPD",
  "relative_energy_kj_mol": 183.6,
  "max_force_ha_per_bohr": 0.020,
  "homo_lumo_gap_ev": 8.50,
  "smiles": "CCN(CC)CCNC(=O)CCN1N=C(c2ccccc2)CCC1=O",
  "symbols": ["O", "O", "N", "N", "N", "N", "C", "C", "C", "C", "C", "C", "C", "C", "C", "C", "C", "C", "C", "C", "C", "C", "C", "C", "C", "H", "H", "H", "H", "H", "H", "H", "H", "H", "H", "H", "H", "H", "H", "H", "H", "H", "H", "H", "H", "H", "H", "H", "H", "H", "H", "H", "H"],
  "coordinates": [[-2.6900, 2.4128, 3.1854], [0.0156, -1.8834, 1.4970], [-2.1850, 0.2153, 0.5018], [-2.4168, 0.7018, 1.7407], [0.6644, 0.2736, 1.5697], [3.5251, -0.7084, -0.6201], [-0.8865, -0.4998, 3.2502], [-0.0190, -0.7972, 2.0341], [5.9415, -0.5590, 0.1059], [-0.7933, 0.4017, -4.0321], [-1.5268, 0.3343, -1.7354], [-2.8011, 2.8896, 0.8166], [-1.8969, 0.9826, -0.4786], [4.7911, -0.0204, -0.7551], [-1.8593, 2.4816, -0.3143], [1.4735, 0.1912, 0.3738], [-0.7466, -0.9811, -4.0719], [-1.0841, -1.7107, -2.9418], [2.8355, -0.4783, 0.6347], [-1.4677, -1.0630, -1.7862], [2.1592, -2.6000, -1.4176], [-2.6135, 2.0156, 2.0406], [-1.1793, 1.0569, -2.8769], [-2.3357, -0.3049, 2.7809], [3.5484, -2.0991, -1.0353], [1.4973, -2.6266, -0.5564], [-1.7092, -1.6191, -0.8953], [5.0816, -0.0710, -1.8090], [2.6537, -1.4201, 1.1637], [-2.7094, -1.2364, 2.3526], [-3.8398, 2.7610, 0.4940], [-0.5462, 0.3952, 3.7717], [1.6211, 1.1944, -0.0287], [0.9264, -0.4038, -0.3588], [-1.0390, -2.7892, -2.9613], [-0.8515, -1.3506, 3.9299], [5.6710, -0.5522, 1.1596], [3.9621, -2.7564, -0.2510], [2.2356, -3.6070, -1.8216], [-2.6643, 3.9330, 1.1020], [4.2018, -2.1656, -1.9095], [-1.2003, 2.1359, -2.8759], [0.6819, 1.1249, 2.1068], [-2.9626, 0.0160, 3.6148], [-0.4438, -1.4872, -4.9765], [3.4265, 0.1670, 1.2930], [6.8245, 0.0606, -0.0281], [-2.1546, 2.9915, -1.2307], [-0.8298, 2.7776, -0.0821], [-0.5260, 0.9766, -4.9068], [6.1885, -1.5782, -0.1796], [1.7248, -1.9515, -2.1745], [4.6186, 1.0320, -0.5117]],
  "forces_ev_per_angstrom": [[0.0, 0.1, 0.2], [0.0, -0.4, -0.2], [0.0, -0.3, -1.0], [-0.1, 0.1, 0.4], [0.3, 0.4, 0.0], [0.0, 0.0, 0.0], [-0.2, -0.1, -0.2], [-0.1, 0.4, 0.7], [-0.3, 0.1, -0.2], [0.1, -0.1, -0.2], [0.1, -0.4, -0.6], [0.1, 0.0, 0.0], [-0.2, 0.5, 0.7], [0.2, 0.0, 0.1], [-0.2, -0.1, 0.2], [0.2, -0.4, 0.0], [0.0, 0.1, -0.1], [0.0, 0.0, 0.0], [-0.4, 0.2, -0.2], [0.0, 0.1, 0.0], [0.3, 0.0, 0.0], [-0.1, 0.4, -0.3], [-0.1, 0.0, 0.3], [0.1, 0.0, 0.3], [-0.2, -0.1, -0.1], [-0.1, 0.0, 0.1], [0.0, -0.1, 0.1], [0.0, 0.1, 0.0], [0.0, 0.0, 0.1], [0.0, 0.1, 0.0], [0.0, 0.0, 0.0], [0.0, 0.0, 0.0], [0.0, 0.0, 0.0], [0.1, 0.1, 0.0], [0.0, -0.1, 0.0], [0.1, 0.0, 0.0], [0.0, 0.0, 0.1], [0.1, 0.0, -0.1], [-0.1, -0.1, 0.0], [0.0, -0.1, 0.1], [0.0, 0.0, 0.1], [0.0, 0.1, 0.0], [-0.1, -0.1, 0.0], [0.1, -0.1, -0.1], [0.0, 0.0, -0.1], [0.0, -0.1, 0.0], [0.1, 0.0, 0.0], [0.1, 0.0, 0.0], [0.0, 0.0, -0.1], [0.0, 0.0, -0.1], [0.1, -0.1, 0.0], [-0.1, 0.1, -0.1], [0.0, 0.0, -0.1]]
}


[2]
{
  "formula": "C16H40BN4O6",
  "method": "wB97M-V/def2-TZVPD",
  "total_charge": -1,
  "relative_energy_kj_mol": 291.6,
  "max_force_ha_per_bohr": 0.109,
  "homo_lumo_gap_ev": 6.61,
  "symbols": ["O", "O", "O", "O", "O", "O", "N", "N", "N", "N", "C", "C", "C", "C", "C", "C", "C", "C", "C", "C", "C", "C", "C", "C", "C", "C", "B", "H", "H", "H", "H", "H", "H", "H", "H", "H", "H", "H", "H", "H", "H", "H", "H", "H", "H", "H", "H", "H", "H", "H", "H", "H", "H", "H", "H", "H", "H", "H", "H", "H", "H", "H", "H", "H", "H", "H", "H"],
  "coordinates": [[0.8378, 3.6040, 6.2920], [1.9515, -2.1030, -1.3298], [3.8738, -0.6707, -0.7897], [2.2350, 1.2813, 2.6407], [-5.5680, -2.2510, -4.2293], [-1.7952, -0.9623, -2.0422], [3.2801, 2.4355, -0.5938], [-0.2631, 1.4422, 4.5268], [-2.6399, -1.3524, -4.8944], [3.3700, -3.8689, -2.5825], [0.1576, 0.3479, 3.6438], [0.2004, 1.2844, 5.9110], [1.6689, 0.1964, 3.3793], [-3.8269, -1.3426, -5.7578], [-1.3054, -0.2008, -3.1526], [2.4449, 1.6491, -1.3779], [-5.0831, -2.1604, -2.8986], [0.1540, 4.6822, 5.6671], [3.1242, -2.4265, -2.1738], [2.6591, 2.3780, 3.4356], [4.3027, -2.0792, -1.0746], [-5.1957, -1.1587, -5.0727], [-1.1383, -2.2146, -1.8989], [-2.3950, -0.0679, -4.2267], [-0.0449, 2.5624, 6.7265], [1.4636, 0.4834, -0.7171], [2.4004, -0.8865, -0.5652], [1.8530, 3.1101, 3.5227], [-3.3030, 0.2999, -3.7401], [-2.7641, -2.0732, -4.1878], [-4.1226, -2.6739, -2.8151], [-5.9510, -1.1218, -5.8683], [2.3911, -1.0777, 0.6183], [-1.3887, -2.8796, -2.7297], [-5.7862, -2.6819, -2.2447], [5.4252, -2.2740, -1.3417], [4.4286, -3.9304, -2.6726], [-0.3377, 0.5199, 2.6804], [0.8786, 5.4771, 5.4702], [-1.0982, 2.8667, 6.6880], [1.7977, -0.6946, 2.7515], [3.0442, -3.9351, -3.5879], [-2.0791, 0.6709, -4.9724], [0.5154, 0.2483, -1.3692], [-0.3360, 0.4497, 6.3773], [-4.9944, -1.1261, -2.5534], [-5.2762, -0.2045, -4.5408], [1.1067, 0.8155, 0.3499], [-0.2382, -0.5977, 4.0331], [-1.0718, 0.7984, -2.7690], [2.2395, 0.0016, 4.2938], [2.3716, 1.7499, -2.5647], [0.1039, 2.3140, 4.1533], [3.0512, -1.5982, -3.0139], [-0.0541, -2.0830, -1.8358], [3.0035, 2.0697, 4.4271], [3.9183, -2.6998, -0.1310], [-0.6294, 5.0793, 6.3192], [3.1547, 2.0955, 0.4061], [-3.7017, -0.5728, -6.5286], [3.4880, 2.8698, 2.9212], [-3.8379, -2.3073, -6.2796], [-0.2754, 4.3662, 4.7127], [0.2018, 2.3589, 7.7742], [-0.3809, -0.6197, -3.5688], [1.2718, 1.0665, 5.9427], [-1.4868, -2.6784, -0.9719]],
  "forces_ev_per_angstrom": [[-0.6, 0.2, 0.0], [1.9, -0.9, -1.9], [1.2, -2.4, -1.2], [0.0, -0.2, 0.7], [0.1, 0.6, -0.2], [0.1, 0.1, -0.5], [-3.4, -3.5, -2.7], [0.1, -0.1, 0.4], [-0.3, 0.3, -0.1], [0.1, 1.6, -1.8], [0.2, 0.4, -0.3], [-0.3, 0.7, -0.3], [-0.3, -0.3, -0.5], [0.1, -0.3, 0.4], [-0.6, 0.3, 0.1], [0.5, 1.1, 3.0], [0.0, -0.4, 0.0], [0.4, -0.1, 0.0], [1.0, 1.1, 1.9], [0.0, -0.1, -0.5], [-2.7, 1.2, 0.3], [0.0, -0.3, -0.5], [0.1, 0.0, 0.2], [0.4, -0.6, 0.2], [0.5, -0.5, -0.1], [0.2, 1.7, -1.1], [0.3, 0.5, 1.1], [0.0, 0.1, 0.3], [0.0, 0.2, 0.1], [0.1, 0.2, -0.1], [0.1, 0.2, 0.2], [0.1, -0.1, 0.1], [-0.5, -0.8, 1.0], [0.0, -0.2, -0.1], [0.0, 0.0, -0.1], [-2.0, 0.8, 0.4], [-1.8, 0.1, 0.2], [0.2, -0.1, 0.1], [0.0, -0.2, 0.1], [0.1, 0.0, -0.2], [0.0, 0.2, -0.1], [0.4, -0.2, 1.5], [0.0, -0.1, 0.0], [1.8, 0.8, 1.1], [0.0, 0.0, -0.1], [0.1, 0.0, -0.1], [0.1, -0.1, 0.2], [0.8, -0.4, -2.1], [0.1, 0.1, 0.1], [0.0, 0.0, -0.1], [0.0, 0.2, 0.1], [0.6, 0.1, 2.7], [-0.1, -0.2, 0.1], [0.7, -2.0, 1.1], [-0.1, -0.2, 0.0], [-0.1, 0.0, 0.0], [1.3, 0.8, -1.9], [-0.1, 0.0, -0.1], [-0.1, 0.3, -1.5], [0.0, 0.0, 0.1], [0.0, -0.1, 0.0], [-0.1, 0.1, 0.0], [-0.2, 0.1, 0.0], [0.0, 0.0, 0.0], [-0.2, -0.1, 0.1], [0.1, 0.0, 0.3], [0.0, 0.2, -0.1]]
}


[3]
{
  "formula": "C28H25Cl2MgN6",
  "method": "wB97M-V/def2-TZVPD",
  "total_charge": 1,
  "max_force_ha_per_bohr": 0.011,
  "homo_lumo_gap_ev": 8.56,
  "symbols": ["Cl", "Cl", "Mg", "N", "N", "N", "N", "N", "N", "C", "C", "C", "C", "C", "C", "C", "C", "C", "C", "C", "C", "C", "C", "C", "C", "C", "C", "C", "C", "C", "C", "C", "C", "C", "C", "C", "C", "H", "H", "H", "H", "H", "H", "H", "H", "H", "H", "H", "H", "H", "H", "H", "H", "H", "H", "H", "H", "H", "H", "H", "H", "H"],
  "coordinates": [[2.0553, 2.6649, -0.5189], [2.2178, -0.0463, -1.6917], [0.0128, -0.1251, -0.1367], [-0.9173, -1.6077, 1.2527], [-3.0481, -2.1860, 1.4523], [1.9410, 1.3941, 3.2232], [-1.2465, 1.0541, 1.4170], [-0.3472, -1.6228, -1.6666], [1.3624, 0.0643, 1.5531], [-1.6445, 0.2153, -2.5165], [-1.1219, 1.0222, -1.4881], [5.3471, 0.0615, 2.6301], [-0.9935, -2.9943, 1.2823], [-1.4081, 2.3868, -1.5895], [-0.5115, 1.2354, 2.6664], [4.9674, -0.8389, 1.6268], [-1.7258, -5.6510, 1.3773], [-2.1685, 2.9286, -2.6182], [-1.6808, -3.4989, -3.1964], [-0.3753, -5.2828, 1.3477], [3.1133, 0.7898, 2.8065], [0.0347, -2.9020, -1.6761], [-1.3586, -1.2317, -2.4648], [-2.1438, -1.1762, 1.3874], [4.4277, 0.8900, 3.2426], [2.7285, -0.0674, 1.7622], [0.9356, 0.9113, 2.4534], [3.0021, 1.5402, -1.4897], [-2.4779, 0.2773, 1.4928], [-2.7331, -4.7062, 1.4125], [3.6644, -0.9178, 1.1751], [-0.5893, -3.8765, -2.4254], [0.0107, -3.9579, 1.2975], [-2.3637, 0.7533, -3.5904], [-2.0697, -2.1743, -3.2149], [-2.6310, 2.1083, -3.6375], [-2.3419, -3.3753, 1.3783], [3.1205, 1.9777, -2.4742], [-1.0131, 3.0842, -0.8499], [0.3785, -6.0584, 1.3703], [-0.2428, -4.8996, -2.4041], [6.3830, 0.0998, 2.9376], [-1.9841, -6.7009, 1.4006], [-3.7726, -4.9950, 1.4918], [-3.1258, 0.5592, 0.6596], [-0.6093, 2.2471, 3.0713], [3.9614, 1.3914, -1.0050], [-2.9203, -1.8707, -3.8058], [-4.0463, -2.0891, 1.5278], [4.7167, 1.5761, 4.0272], [-3.0302, 0.4566, 2.4241], [0.8890, -3.1485, -1.0600], [-0.8924, 0.5404, 3.4210], [-2.6815, 0.1275, -4.4155], [-2.2113, -4.2290, -3.7933], [1.8575, 2.0743, 3.9592], [-1.4431, 1.9489, 0.9882], [1.0563, -3.6770, 1.2946], [-3.1842, 2.5274, -4.4676], [5.7161, -1.4923, 1.1993], [-2.3811, 3.9911, -2.6358], [3.3743, -1.6246, 0.4111]],
  "forces_ev_per_angstrom": [[-0.1, 0.0, 0.1], [0.2, 0.2, -0.2], [0.1, -0.1, 0.5], [-0.2, 0.0, 0.0], [0.0, 0.1, 0.0], [-0.1, 0.0, 0.0], [0.0, 0.2, 0.3], [0.0, -0.2, -0.1], [0.2, 0.1, -0.3], [-0.1, 0.5, 0.0], [-0.1, 0.1, -0.4], [0.0, 0.1, 0.0], [-0.5, -0.2, 0.1], [-0.1, 0.0, 0.0], [0.0, -0.1, 0.0], [0.0, -0.1, -0.1], [-0.1, 0.0, 0.0], [0.0, 0.1, 0.0], [0.0, 0.1, 0.0], [0.1, 0.0, -0.1], [0.1, -0.3, -0.3], [0.0, -0.1, -0.1], [-0.1, -0.3, -0.2], [-0.1, -0.3, 0.0], [0.0, 0.0, 0.1], [0.2, 0.2, 0.4], [0.2, 0.0, 0.1], [0.2, 0.1, 0.0], [-0.2, 0.1, 0.0], [-0.1, 0.0, 0.0], [0.0, 0.1, 0.0], [0.0, 0.0, -0.1], [0.0, 0.0, 0.0], [0.1, -0.2, 0.0], [0.1, 0.0, 0.0], [0.0, 0.1, 0.0], [0.4, -0.1, 0.0], [0.0, -0.1, 0.0], [0.0, 0.0, 0.0], [0.0, 0.0, 0.0], [0.0, 0.0, 0.0], [0.0, 0.0, 0.0], [0.0, 0.0, 0.0], [0.0, 0.0, 0.0], [0.1, 0.1, 0.0], [-0.1, 0.0, 0.0], [-0.1, -0.1, 0.0], [0.0, 0.1, 0.0], [0.0, 0.0, 0.0], [0.0, 0.0, 0.0], [0.0, 0.0, -0.1], [0.0, 0.0, 0.0], [0.0, 0.1, 0.0], [-0.1, 0.0, 0.0], [0.0, 0.0, 0.0], [-0.1, 0.0, 0.0], [0.0, -0.1, -0.1], [0.0, 0.0, 0.0], [0.0, 0.0, 0.0], [0.0, 0.0, 0.0], [0.0, 0.0, -0.1], [0.0, 0.0, 0.0]]
}


Highest occupied orbital energy values (in eV) by entry order: -8.1; -3.9; -10.5.